Entry 1:
Here is 2 unconnected molecules or ions with the total composition C4H12OS2 from the OMol25 dataset. Energies are from the ωB97M-V functional and the def2-TZVPD basis.

Properties
SMILES string: CCSSCC.O
E_tot in eV: -28058.2181
HOMO in hartree: -0.3096
Total charge: 0
Frontier orbital gap in Ha: 0.330

```
19
Properties=species:S:1:pos:R:3:forces:R:3
C -1.248 2.179 1.082 -2.006 -1.848 -3.443
C -0.318 1.212 1.764 1.818 0.513 1.126
S 1.446 1.587 1.034 -1.917 0.726 0.688
S 2.292 0.152 0.038 2.053 -1.865 -0.070
C 1.817 -0.197 -1.693 -0.974 -0.160 -0.364
C 1.241 -1.676 -1.608 1.937 1.412 -0.165
H -1.849 1.510 0.229 1.046 1.837 2.182
H -0.856 3.031 0.430 -0.043 -1.139 1.541
H -1.918 2.494 1.869 -0.678 0.534 -0.372
H -0.704 0.178 2.013 0.705 0.846 -1.295
H -0.174 1.589 2.799 0.330 0.003 -0.472
H 0.909 0.398 -1.789 0.411 0.690 -0.921
H 2.686 -0.048 -2.520 -2.201 -0.175 2.183
H 0.302 -1.714 -0.993 1.561 -0.172 0.347
H 2.259 -2.177 -1.306 -2.805 -0.447 -0.487
H 0.814 -1.860 -2.590 0.758 -0.795 -0.467
O -2.015 -2.333 0.104 0.248 -1.874 1.889
H -2.173 -2.796 0.993 0.324 1.132 -2.038
H -2.511 -1.530 0.143 -0.567 0.783 0.138
```
Positions in Å, forces in eV/Å.

---

Entry 2:
Here is 2 unconnected molecules or ions with the total composition C4H12OS2 from the OMol25 dataset. Energies are from the ωB97M-V functional and the def2-TZVPD basis.

Properties
SMILES string: CCSSCC.O
E_tot in eV: -28059.6509
HOMO in hartree: -0.3130
Total charge: 0
Frontier orbital gap in Ha: 0.341

```
19
Properties=species:S:1:pos:R:3:forces:R:3
C -1.426 0.755 -2.190 -0.620 0.740 -1.276
C -0.203 1.309 -1.604 2.593 1.033 0.063
S -0.467 2.484 -0.222 -0.291 0.104 -0.803
S 1.434 2.528 0.512 -0.788 -1.288 0.877
C 0.954 1.381 1.908 -0.429 0.499 1.931
C 0.771 -0.196 1.866 -1.419 2.693 1.921
H -1.202 -0.164 -2.704 -0.131 -0.871 0.461
H -2.167 0.724 -1.409 -0.673 -0.578 -0.148
H -1.722 1.352 -3.029 -0.893 0.774 -0.176
H 0.306 0.418 -1.234 0.725 0.554 0.384
H 0.472 1.940 -2.283 -0.929 -1.505 0.536
H 0.019 1.886 2.333 1.244 -0.869 -0.647
H 1.718 1.549 2.699 -0.188 0.039 -0.522
H 0.560 -0.424 2.963 0.368 0.071 -1.285
H -0.135 -0.505 1.346 0.529 -0.192 -0.522
H 1.715 -0.576 1.621 0.901 -1.217 -0.794
O -0.313 -4.416 -0.225 0.935 -0.118 0.255
H -0.834 -5.196 -0.354 -1.017 -0.477 -0.267
H 0.523 -4.849 0.008 0.082 0.608 0.013
```
Positions in Å, forces in eV/Å.

---

Entry 3:
Here is 2 unconnected molecules or ions with the total composition C4H12P2S from the OMol25 dataset. Energies are from the ωB97M-V functional and the def2-TZVPD basis.

Properties
E_tot in eV: -33752.3679
HOMO (spin up / spin down) in hartree: -0.3045 / -0.3022
Total charge: 0
Frontier orbital gap (spin up / spin down) in Ha: 0.255 / 0.254

```
19
Properties=species:S:1:pos:R:3:forces:R:3
C -1.161 0.818 -1.850 -1.460 0.381 -0.607
C -0.768 -1.767 -0.936 2.170 -0.185 1.926
C 1.782 1.489 0.644 -0.099 0.800 2.859
C 0.650 -0.879 1.766 0.513 -0.274 -0.991
P 0.223 -0.233 -1.244 0.000 0.074 -1.146
P 0.196 0.661 0.754 -1.352 -0.795 1.930
S -2.323 1.884 1.635 1.782 -0.832 -0.626
H -2.031 0.368 -1.323 0.165 0.561 -0.423
H -1.407 0.811 -2.969 0.745 -0.068 1.563
H -1.113 1.867 -1.467 0.147 -0.760 -0.508
H -1.303 -2.168 -1.738 -1.111 0.060 -1.445
H -1.378 -1.454 -0.088 -0.483 -0.789 -0.079
H -0.065 -2.610 -0.677 -0.692 0.933 0.205
H 2.513 0.845 0.327 1.717 -2.234 -0.652
H 1.745 2.146 -0.142 -0.287 2.247 -1.679
H 2.213 1.958 1.566 -0.955 -0.154 -0.688
H 1.359 -0.776 2.611 -0.387 0.425 -0.638
H -0.226 -1.394 2.136 -0.351 0.119 0.078
H 1.093 -1.564 0.993 -0.061 0.490 0.923
```
Positions in Å, forces in eV/Å.

---

Entry 4:
Here is 2 unconnected molecules or ions with the total composition C4H12S from the OMol25 dataset. Energies are from the ωB97M-V functional and the def2-TZVPD basis.

Properties
2S+1: 2
Expectation value of S²: 0.751
E_tot in eV: -15174.9755
HOMO (spin up / spin down) in hartree: 0.0457 / -0.1864
Total charge: -1
Frontier orbital gap (spin up / spin down) in Ha: 0.086 / 0.321

```
17
Properties=species:S:1:pos:R:3:forces:R:3
C 0.022 -3.104 1.067 0.197 -0.818 0.062
C -2.800 -2.052 0.226 2.307 -2.639 0.023
S -1.475 -2.235 1.671 -1.453 0.553 -1.359
H -0.086 -4.211 1.282 0.237 1.182 -0.091
H 0.137 -3.025 -0.041 0.214 0.347 0.920
H 0.908 -2.677 1.681 -1.396 -0.607 -1.238
H -3.361 -2.949 -0.043 -0.154 -0.279 1.032
H -2.446 -1.845 -0.755 1.540 0.470 -0.700
H -3.434 -1.256 0.360 -1.476 1.819 1.346
C 1.066 3.176 -0.199 1.888 -0.643 3.051
C 2.047 2.725 -1.255 0.351 0.366 -0.018
H 0.253 2.528 -0.005 -1.322 -0.560 -0.706
H 1.549 3.004 0.798 -0.037 0.408 -0.444
H 0.767 4.212 -0.143 -0.073 0.301 -0.605
H 3.122 2.586 -0.997 -0.611 1.183 0.179
H 1.851 3.392 -2.073 0.733 0.089 -0.912
H 1.882 1.732 -1.574 -0.944 -1.171 -0.540
```
Positions in Å, forces in eV/Å.

---

Entry 5:
Here is 2 unconnected molecules or ions with the total composition C4H12S from the OMol25 dataset. Energies are from the ωB97M-V functional and the def2-TZVPD basis.

Properties
SMILES string: CSC.CC
E_tot in eV: -15177.5206
HOMO in hartree: -0.3118
Total charge: 0
Frontier orbital gap in Ha: 0.349

```
17
Properties=species:S:1:pos:R:3:forces:R:3
C -0.521 2.300 -1.295 0.231 -0.491 0.557
S 1.089 1.694 -0.702 -0.196 0.107 -0.333
C 0.681 -0.050 -0.548 0.947 -0.260 0.465
H -0.389 3.314 -1.643 -0.023 0.251 -0.026
H -0.872 1.672 -2.111 -0.011 0.044 -0.059
H -1.224 2.261 -0.461 -0.113 0.150 -0.226
H 0.138 -0.416 -1.410 -0.213 -0.049 -0.085
H 0.204 -0.297 0.394 -0.542 0.173 -0.039
H 1.633 -0.591 -0.487 -0.067 0.129 -0.265
C -1.494 -2.160 1.807 0.626 0.003 0.192
C -0.477 -3.074 1.110 -0.462 0.572 -0.350
H -2.247 -1.719 1.148 -0.038 -0.322 0.153
H -1.920 -2.744 2.623 -0.508 0.170 -0.133
H -0.970 -1.336 2.307 -0.074 0.000 -0.210
H 0.309 -3.260 1.829 0.349 -0.406 -0.084
H -0.055 -2.648 0.201 0.171 0.284 0.154
H -0.935 -3.993 0.764 -0.075 -0.354 0.288
```
Positions in Å, forces in eV/Å.

---

Entry 6:
Here is 2 unconnected molecules or ions with the total composition C4H12S from the OMol25 dataset. Energies are from the ωB97M-V functional and the def2-TZVPD basis.

Properties
SMILES string: CSC.CC
E_tot in eV: -15176.3523
HOMO in hartree: -0.3038
Total charge: 0
Frontier orbital gap in Ha: 0.339

```
17
Properties=species:S:1:pos:R:3:forces:R:3
C -1.663 -2.232 1.344 -0.257 -2.385 -1.847
S -2.314 -2.167 -0.373 -1.419 -0.689 0.427
C -2.096 -0.483 -0.788 2.511 2.079 -1.045
H -2.260 -3.080 1.653 -0.016 -0.406 0.495
H -0.671 -2.667 1.158 0.116 0.975 1.085
H -1.888 -1.487 2.075 0.411 1.001 -0.054
H -2.083 0.079 0.170 0.108 -0.039 -0.831
H -2.722 0.076 -1.527 -0.202 -1.151 0.772
H -1.061 -0.462 -1.293 -1.242 0.625 0.996
C 1.835 1.264 -0.970 -0.470 -1.422 -0.022
C 2.427 1.754 0.322 -1.297 2.779 1.144
H 1.752 0.148 -1.132 0.135 1.182 0.490
H 0.843 1.705 -1.041 -0.120 -0.264 -0.348
H 2.405 1.652 -1.761 0.696 0.321 -1.388
H 3.124 2.650 0.244 -0.817 -1.168 -0.229
H 1.530 2.136 0.881 0.936 0.050 -0.093
H 2.840 1.111 1.038 0.927 -1.488 0.446
```
Positions in Å, forces in eV/Å.

---

Question: E_tot of number 1 (C4H12OS2)?
Answer: -28058.2181 eV